Record 1
Formula: C8H12N2O3PtS
Source: the Open Molecules 2025 dataset
Level of theory: ωB97M-V with the def2-TZVPD basis set

CARTESIAN COORDINATES (ANGSTROEM)
O (5.603, 2.803, -1.944)
C (4.512, 2.592, -1.725)
Pt (1.802, 2.090, -1.171)
C (1.319, 2.120, -2.992)
C (1.601, 3.637, -0.235)
O (1.071, 2.062, -4.114)
O (1.478, 4.637, 0.365)
C (-2.529, 0.843, 0.837)
C (-2.031, -0.190, -0.165)
N (-0.651, 0.137, -0.581)
C (0.431, -0.634, -0.551)
S (1.753, -0.321, -1.640)
N (0.594, -1.665, 0.268)
C (-0.005, -1.882, 1.606)
C (-0.675, -3.246, 1.623)
H (-1.884, 0.872, 1.725)
H (-3.548, 0.579, 1.155)
H (-2.565, 1.852, 0.403)
H (-2.045, -1.208, 0.224)
H (-2.670, -0.150, -1.065)
H (-0.562, 0.965, -1.166)
H (1.431, -2.190, 0.067)
H (0.809, -1.867, 2.352)
H (-0.691, -1.061, 1.822)
H (0.050, -4.056, 1.460)
H (-1.151, -3.406, 2.600)
H (-1.447, -3.311, 0.844)

Summary:
Total charge ... +2
Calculated total energy ... -31676.13962 eV
Spin multiplicity ... 3
Orbital gap (alpha / beta) ... 9.153 / 5.601 eV
F_max ... 9.064 eV/Å

Record 2
Formula: C24H23N6O4RuS4
Source: the Open Molecules 2025 dataset
Level of theory: ωB97M-V with the def2-TZVPD basis set

CARTESIAN COORDINATES (ANGSTROEM)
Ru (0.616, -0.179, -0.946)
C (-4.223, 2.343, -1.140)
S (-3.996, 0.752, -1.984)
C (-2.408, 0.328, -1.383)
S (-1.014, 1.355, -1.780)
N (-2.251, -0.757, -0.703)
N (-1.053, -1.143, -0.387)
C (-0.874, -2.176, 0.452)
C (0.456, -2.486, 0.758)
C (0.859, -3.489, 1.668)
C (2.191, -3.646, 1.943)
C (3.128, -2.816, 1.309)
C (2.684, -1.868, 0.410)
N (1.396, -1.714, 0.127)
H (-5.140, 2.780, -1.517)
H (-3.375, 2.985, -1.356)
H (-4.303, 2.162, -0.073)
H (-1.729, -2.682, 0.876)
H (0.104, -4.090, 2.147)
H (2.524, -4.397, 2.643)
H (4.181, -2.925, 1.510)
H (3.382, -1.222, -0.119)
C (-3.121, 5.185, 3.864)
C (-2.188, 4.087, 3.467)
C (-0.995, 3.884, 4.154)
C (-0.128, 2.869, 3.785)
C (-0.475, 2.057, 2.726)
C (-1.653, 2.233, 2.024)
C (-2.505, 3.255, 2.394)
S (0.557, 0.684, 2.254)
O (-0.234, -0.513, 2.291)
O (1.804, 0.702, 2.956)
N (0.822, 1.018, 0.638)
C (1.584, 2.185, 0.432)
C (2.544, 1.982, -0.822)
O (3.392, 2.803, -1.041)
O (2.251, 0.952, -1.497)
H (-2.863, 5.578, 4.843)
H (-4.149, 4.828, 3.881)
H (-3.065, 6.000, 3.141)
H (-0.744, 4.525, 4.986)
H (0.796, 2.688, 4.311)
H (-1.885, 1.555, 1.216)
H (-3.430, 3.417, 1.858)
H (2.185, 2.424, 1.315)
H (0.965, 3.054, 0.158)
N (1.276, 0.689, -4.037)
C (1.352, -0.622, -3.811)
N (0.833, -1.273, -2.779)
C (0.945, -2.650, -2.956)
C (0.387, -3.660, -2.176)
C (0.642, -4.982, -2.487)
C (1.430, -5.331, -3.578)
C (1.923, -4.351, -4.419)
C (1.663, -3.030, -4.104)
S (2.112, -1.617, -5.022)
H (0.958, 1.317, -3.308)
H (1.788, 1.088, -4.807)
H (-0.260, -3.423, -1.347)
H (0.208, -5.755, -1.870)
H (1.637, -6.369, -3.783)
H (2.487, -4.599, -5.302)

Summary:
Total charge ... +1
Calculated total energy ... -88307.23122 eV
Spin multiplicity ... 5
Energy relative to the best compared isomer or geometry (same formula, charge and spin) ... 25.23 kcal/mol
Orbital gap (alpha / beta) ... 6.604 / 4.901 eV
F_max ... 2.556 eV/Å

Record 3
Formula: C3H2NO3
Source: the Open Molecules 2025 dataset
Level of theory: ωB97M-V with the def2-TZVPD basis set

CARTESIAN COORDINATES (ANGSTROEM)
C (1.805, 0.694, -0.001)
C (-0.612, -0.850, 0.108)
C (-1.806, -0.322, 0.007)
N (1.153, 1.655, -0.418)
O (0.614, -0.826, 0.030)
O (2.834, 0.170, 0.238)
O (-1.471, -1.877, -0.131)
H (-2.625, -0.307, 0.788)
H (0.107, 1.663, -0.622)

Summary:
Total charge ... -1
Calculated total energy ... -10773.74424 eV
Energy relative to the best compared isomer or geometry (same formula, charge and spin) ... 92.82 kcal/mol
Orbital gap ... 7.577 eV
F_max ... 5.189 eV/Å

Record 4
Formula: C4H10N2
Source: the Open Molecules 2025 dataset
Level of theory: ωB97M-V with the def2-TZVPD basis set

CARTESIAN COORDINATES (ANGSTROEM)
C (0.537, -3.363, 0.228)
C (0.453, -2.496, 1.317)
N (0.080, -2.969, 2.553)
H (0.128, -4.317, 0.360)
H (1.186, -3.064, -0.656)
H (0.923, -1.413, 1.405)
H (-0.799, -3.428, 2.730)
H (0.492, -2.539, 3.358)
C (0.489, 3.422, -0.706)
C (-0.306, 2.486, -1.425)
N (-1.308, 2.775, -2.317)
H (0.332, 4.525, -0.869)
H (1.288, 3.134, -0.102)
H (0.017, 1.557, -1.176)
H (-1.566, 3.700, -2.171)
H (-1.947, 1.990, -2.528)

Summary:
Calculated total energy ... -7287.57996 eV
Structure (SMILES) ... C=CN.C=CN
Energy relative to the best compared isomer or geometry (same formula, charge and spin) ... 70.09 kcal/mol
Orbital gap ... 8.879 eV
F_max ... 6.150 eV/Å